{"formula": "C7H10O", "method": "ωB97M-V/def2-TZVPD", "species": ["C", "C", "C", "C", "C", "O", "C", "C", "H", "H", "H", "H", "H", "H", "H", "H", "H", "H"], "coordinates": [[-0.54720, 0.35495, -1.76703], [0.65442, -0.30883, -2.37159], [-1.25848, 0.81507, 1.63423], [-0.20850, -0.15301, 1.16768], [-0.26748, -1.49974, 1.24499], [-1.42303, -0.22624, -1.08930], [1.07697, 0.47255, 0.85781], [2.17195, 0.80529, 1.27624], [-0.98872, 1.06088, -2.49935], [0.38942, -0.93088, -3.22619], [1.29642, 0.48275, -2.76007], [1.10370, -0.95759, -1.62091], [-1.12512, 1.78941, 1.16310], [-2.22808, 0.43304, 1.32106], [-1.16604, 0.99445, 2.70511], [0.62225, -2.10808, 1.23969], [-1.16063, -1.99828, 0.90152], [3.05815, 0.97427, 1.82299]], "forces_ev_per_angstrom": [[-4.360, -3.112, -2.118], [0.672, 0.365, 1.276], [-0.302, 0.029, -1.265], [1.016, -0.289, 0.511], [-0.009, 0.726, -1.037], [2.538, 1.642, -0.936], [1.187, -0.143, 2.469], [-1.410, -0.471, -0.680], [0.479, 1.298, 0.832], [-0.572, 0.093, 0.047], [0.417, -0.259, 0.244], [0.480, 0.083, -0.146], [-0.020, -0.013, -0.126], [-0.254, 0.062, 0.481], [-0.135, -0.348, 0.025], [0.300, 0.100, -0.449], [-0.621, -0.133, 1.164], [0.593, 0.370, -0.293]], "total_energy_ha": -347.78253, "homo_energy_ev": -8.32, "homo_lumo_gap_ev": 8.7, "charge": 0, "smiles": "C#CC(=C)C.CC=O", "de_lowest_kj_mol": 474.31}

***

{"formula": "C4H4I2N2", "method": "ωB97M-V/def2-TZVPD", "species": ["C", "C", "C", "C", "N", "N", "I", "I", "H", "H", "H", "H"], "coordinates": [[0.50100, -0.94295, 1.01110], [-1.03604, -0.94129, -0.70207], [0.85184, 0.32959, 0.84993], [-0.99535, 0.54901, -0.61399], [-0.33167, -1.60358, 0.11453], [0.35298, 1.09074, -0.19508], [2.56138, 1.09082, 1.87158], [1.69268, 1.43998, -1.72236], [0.83541, -1.52922, 1.95448], [-1.75089, -1.48312, -1.33653], [-1.14712, 1.05905, -1.56653], [-1.53422, 0.94096, 0.33492]], "forces_ev_per_angstrom": [[-0.078, -1.479, 2.352], [-0.235, 0.401, 0.429], [1.497, 0.614, -0.573], [0.854, 1.623, 1.401], [0.191, -1.015, 0.267], [-0.342, -0.585, 0.074], [-0.651, -0.091, -0.060], [0.117, -0.072, -0.308], [-0.596, 0.991, -1.974], [0.513, 0.341, -0.114], [-0.984, 0.005, 0.375], [-0.287, -0.732, -1.868]], "total_energy_ha": -859.63752, "homo_energy_ev": -8.62, "homo_lumo_gap_ev": 8.1, "charge": 0, "de_lowest_kj_mol": 48.07}

***

{"formula": "C3H4O2", "method": "ωB97M-V/def2-TZVPD", "species": ["O", "C", "C", "C", "O", "H", "H", "H", "H"], "coordinates": [[-1.22080, 2.02270, 0.16530], [-0.50913, 1.07028, 0.07238], [-0.47783, -0.41528, 0.46255], [0.74854, -0.43892, -0.44905], [0.72659, 1.01291, -0.51931], [-1.33102, -1.05794, 0.23630], [-0.19613, -0.51088, 1.51527], [0.57639, -0.85634, -1.44462], [1.68338, -0.82654, -0.03882]], "forces_ev_per_angstrom": [[0.452, -0.759, 0.036], [-0.258, 0.356, 0.178], [-0.085, -0.003, 0.067], [0.133, -0.287, -0.050], [-0.042, 0.185, -0.252], [0.092, 0.277, -0.016], [-0.160, -0.005, -0.130], [-0.004, 0.026, 0.157], [-0.128, 0.209, 0.010]], "total_energy_ha": -267.17392, "homo_energy_ev": -10.69, "homo_lumo_gap_ev": 11.5, "charge": 0, "de_lowest_kj_mol": 49.51}

***

{"formula": "C6H6", "method": "ωB97M-V/def2-TZVPD", "species": ["C", "C", "C", "C", "C", "C", "H", "H", "H", "H", "H", "H"], "coordinates": [[2.86358, -0.58132, 0.10436], [1.66045, -0.29113, 0.14625], [-0.90180, -0.72375, 0.08205], [-1.95763, -1.47037, -0.11732], [0.07382, 0.15397, 0.04382], [-0.15318, 1.61591, 0.01789], [3.84396, -0.97177, -0.04313], [-2.52589, -1.78453, -1.03342], [-2.22970, -1.95526, 0.84572], [-0.47792, 1.74956, -1.03675], [0.75799, 2.24801, 0.08367], [-0.95367, 2.01070, 0.90686]], "forces_ev_per_angstrom": [[-2.724, 0.337, -0.159], [-2.223, 0.568, 0.580], [-4.858, -4.474, -0.114], [0.289, -0.342, 0.711], [9.774, 3.436, 0.264], [-0.960, 1.165, 0.531], [0.026, 0.179, 0.059], [0.112, 1.145, 0.813], [-0.042, -0.803, -0.857], [-0.814, 0.709, 0.638], [-0.445, -0.766, 0.248], [1.866, -1.155, -2.713]], "total_energy_ha": -231.89772, "homo_energy_ev": [-5.40, -9.96], "homo_lumo_gap_ev": [6.4, 7.5], "charge": 0, "spin_multiplicity": 3, "de_lowest_kj_mol": 251.90}

***

{"formula": "C14H14F3N3O2", "method": "ωB97M-V/def2-TZVPD", "species": ["O", "O", "F", "F", "F", "C", "C", "C", "C", "C", "C", "C", "C", "C", "C", "N", "N", "N", "C", "C", "C", "C", "H", "H", "H", "H", "H", "H", "H", "H", "H", "H", "H", "H", "H", "H"], "coordinates": [[1.70369, -1.54909, 1.79292], [-1.83864, 1.37593, -0.16627], [-1.22379, 0.95378, -3.42724], [-1.76627, 2.84969, -2.39607], [-3.34326, 1.37419, -3.15762], [1.45046, -0.48227, 1.20841], [-2.01392, 0.76878, -1.21273], [-2.34305, -0.70188, -1.17171], [-1.72434, -1.63674, -0.39075], [2.80772, 2.99314, 0.55171], [3.94043, 3.03618, 1.38258], [1.97940, 1.86902, 0.51017], [4.24553, 1.89764, 2.14737], [2.30918, 0.72690, 1.29358], [3.43768, 0.78372, 2.10101], [3.81781, -0.28106, 2.91358], [0.28229, -0.44077, 0.52163], [-0.66286, -1.52691, 0.47486], [-2.10007, 1.51704, -2.58625], [-3.49500, -1.27011, -1.91274], [-2.34479, -2.98590, -0.59123], [-3.66631, -2.64691, -1.30803], [2.53665, 3.86565, -0.07206], [4.60913, 3.91944, 1.40381], [1.14552, 1.86347, -0.20391], [5.11175, 1.97277, 2.84317], [3.28233, -1.13452, 2.80293], [4.30431, -0.11516, 3.79209], [0.03400, 0.51648, 0.22849], [-0.28698, -2.39974, 0.85893], [-4.38290, -0.64697, -1.71657], [-3.28920, -1.26686, -2.99806], [-2.48961, -3.52286, 0.36990], [-1.70006, -3.59009, -1.20047], [-4.50776, -2.67850, -0.60728], [-3.81907, -3.40748, -2.07815]], "forces_ev_per_angstrom": [[0.469, 0.349, -0.225], [0.601, 0.250, -1.286], [-0.112, 0.471, -0.018], [-0.872, -2.052, -0.799], [1.372, 0.752, 0.732], [-0.501, -2.314, 1.268], [-1.342, -1.341, 1.546], [1.497, 1.330, 0.278], [0.734, 1.377, 0.103], [-0.574, 0.547, -0.432], [0.040, -0.820, 0.149], [1.178, -0.082, 0.256], [0.748, 2.791, -0.155], [-1.340, 0.909, -1.705], [0.655, -1.811, 1.742], [-0.136, -0.122, -0.194], [-0.643, 1.341, -1.224], [0.837, 0.382, 0.239], [0.004, 0.603, 0.581], [-0.470, 0.706, -0.702], [-0.570, 0.176, 1.131], [0.111, -1.245, -0.096], [0.279, -0.605, 0.438], [-0.624, -0.656, 0.015], [0.368, 0.102, 0.432], [-0.735, -0.458, -0.663], [-0.018, 0.235, 0.265], [-0.271, 0.053, -0.710], [-0.932, -1.386, 0.182], [0.160, 0.896, -0.115], [0.154, -0.250, -0.406], [-0.357, -0.194, 0.295], [0.043, 0.281, -0.496], [0.423, -0.367, -0.378], [0.199, 0.036, -0.162], [-0.370, 0.116, 0.114]], "total_energy_ha": -1156.21150, "homo_energy_ev": -8.05, "homo_lumo_gap_ev": 8.0, "charge": 0, "smiles": "Nc1ccccc1C(=O)NNC1=C(C(=O)C(F)(F)F)CCC1", "de_lowest_kj_mol": 0.00}

***

{"formula": "C6H6O3", "method": "ωB97M-V/def2-TZVPD", "species": ["C", "C", "C", "C", "C", "C", "O", "O", "O", "H", "H", "H", "H", "H", "H"], "coordinates": [[0.51912, 1.36504, 0.45150], [0.89745, 1.42887, 1.84079], [-0.82037, -2.06574, -0.29320], [0.12303, 0.27233, -0.21936], [0.26967, -1.10979, 0.28372], [-0.43127, 0.35580, -1.61528], [-0.77115, -2.70017, -1.31073], [0.25619, 1.88656, 2.75813], [0.99243, -1.55138, 1.15657], [0.44126, 2.31376, -0.09403], [1.87425, 0.94435, 2.06012], [-1.63513, -2.27538, 0.54554], [-1.44503, 0.71654, -1.45388], [-0.47433, -0.69084, -2.03531], [0.20388, 1.11004, -2.07458]], "forces_ev_per_angstrom": [[-1.275, 0.135, -1.753], [1.272, -0.829, 2.139], [-0.369, -1.467, 1.923], [1.336, 0.194, 0.381], [-0.838, -0.577, 0.775], [0.002, -0.773, 0.855], [-0.127, 0.455, 0.328], [-0.108, 0.174, -0.828], [-0.455, 0.632, -0.870], [-0.097, -0.112, 0.351], [-0.074, 0.172, 0.032], [1.004, 0.393, -1.445], [-0.212, 0.128, -0.683], [0.331, 1.782, -0.321], [-0.389, -0.306, -0.883]], "total_energy_ha": -457.85632, "homo_energy_ev": -9.87, "homo_lumo_gap_ev": 8.8, "charge": 0, "smiles": "C/C(=C/C=O)C(=O)C=O", "de_lowest_kj_mol": 212.13}